Record 1
Here is a structure of composition C59H47BrCl5GeN2O3P2SSc from the Open Molecules 2025 dataset. Energies are from ωB97M-V/def2-TZVPD.

As for the frontier orbital gap: 5.76 eV. The calculation puts the energy above the lowest of the compared OMol25 structures with the same formula, charge and spin at 144.5 kJ/mol. Its spin multiplicity is 1. As for the LUMO energy: 0.138 Ha. As for the charge: -2.

Positions of all 122 atoms, in Å:
Sc (1.216, 0.684, -1.090)
C (1.201, -3.453, 6.732)
S (2.972, -3.089, 6.677)
C (2.934, -1.454, 5.871)
C (2.324, -1.425, 4.479)
C (2.517, -0.043, 3.837)
N (1.809, 0.086, 2.578)
P (-0.658, -0.407, 0.986)
C (-1.525, -1.803, 1.859)
C (-1.714, -3.076, 1.319)
C (-2.216, -4.114, 2.095)
C (-2.548, -3.908, 3.423)
C (-2.364, -2.647, 3.977)
C (-1.844, -1.618, 3.211)
C (-1.794, 0.876, 1.684)
C (-1.315, 1.774, 2.638)
C (-2.157, 2.723, 3.199)
C (-3.494, 2.778, 2.828)
C (-3.996, 1.844, 1.933)
C (-3.149, 0.893, 1.383)
P (2.632, 0.029, 1.190)
C (3.729, -1.471, 1.361)
C (3.154, -2.691, 1.000)
C (3.751, -3.896, 1.336)
C (4.935, -3.903, 2.062)
C (5.515, -2.699, 2.433)
C (4.923, -1.493, 2.081)
C (3.989, 1.298, 1.259)
C (3.898, 2.357, 2.154)
C (4.853, 3.366, 2.160)
C (5.901, 3.333, 1.254)
C (5.997, 2.282, 0.350)
C (5.053, 1.271, 0.360)
H (1.083, -4.390, 7.275)
H (0.813, -3.561, 5.724)
H (0.679, -2.653, 7.257)
H (3.987, -1.165, 5.831)
H (2.415, -0.771, 6.549)
H (1.254, -1.638, 4.509)
H (2.802, -2.176, 3.845)
H (3.603, 0.123, 3.753)
H (2.138, 0.719, 4.539)
H (-1.475, -3.275, 0.287)
H (-2.347, -5.093, 1.648)
H (-2.942, -4.718, 4.026)
H (-2.627, -2.470, 5.013)
H (-1.691, -0.644, 3.659)
H (-0.276, 1.700, 2.940)
H (-1.771, 3.428, 3.926)
H (-4.151, 3.529, 3.252)
H (-5.046, 1.846, 1.663)
H (-3.556, 0.138, 0.728)
H (2.216, -2.682, 0.456)
H (3.283, -4.830, 1.046)
H (5.403, -4.842, 2.335)
H (6.432, -2.700, 3.013)
H (5.398, -0.561, 2.362)
H (3.062, 2.384, 2.845)
H (4.770, 4.185, 2.866)
H (6.629, 4.136, 1.236)
H (6.798, 2.266, -0.379)
H (5.124, 0.454, -0.352)
Br (0.088, -2.035, -1.331)
C (1.923, -0.994, -3.640)
C (2.658, -1.142, -4.846)
C (3.679, -0.291, -5.201)
C (3.988, 0.769, -4.354)
C (3.251, 0.920, -3.207)
N (2.255, 0.067, -2.856)
C (3.500, 2.065, -2.256)
O (4.384, 2.876, -2.491)
O (2.705, 2.060, -1.246)
H (2.393, -1.966, -5.501)
H (4.239, -0.427, -6.124)
H (4.781, 1.474, -4.565)
Cl (0.262, 7.891, -1.092)
C (0.133, 6.187, -1.336)
C (0.491, 5.296, -0.327)
Cl (1.037, 5.889, 1.195)
C (0.402, 3.934, -0.536)
Cl (0.813, 2.809, 0.698)
C (0.000, 3.369, -1.774)
O (-0.028, 2.103, -1.966)
C (-0.386, 4.306, -2.763)
Cl (-0.902, 3.665, -4.277)
C (-0.321, 5.675, -2.551)
Cl (-0.801, 6.760, -3.802)
C (-0.929, -0.363, -0.798)
Ge (-2.551, -0.472, -1.952)
C (-2.227, 0.145, -3.809)
C (-3.220, 0.850, -4.492)
C (-3.066, 1.204, -5.825)
C (-1.912, 0.851, -6.509)
C (-0.922, 0.140, -5.846)
C (-1.082, -0.211, -4.512)
C (-3.211, -2.336, -2.246)
C (-3.745, -3.093, -1.205)
C (-4.161, -4.402, -1.405)
C (-4.049, -4.981, -2.661)
C (-3.518, -4.241, -3.709)
C (-3.103, -2.932, -3.501)
C (-4.173, 0.612, -1.542)
C (-4.067, 2.003, -1.506)
C (-5.190, 2.801, -1.360)
C (-6.444, 2.217, -1.232)
C (-6.564, 0.835, -1.256)
C (-5.434, 0.040, -1.410)
H (-4.132, 1.130, -3.980)
H (-3.849, 1.763, -6.327)
H (-1.787, 1.133, -7.548)
H (-0.012, -0.149, -6.361)
H (-0.287, -0.777, -4.031)
H (-3.827, -2.659, -0.213)
H (-4.564, -4.970, -0.573)
H (-4.373, -6.002, -2.821)
H (-3.415, -4.684, -4.693)
H (-2.686, -2.368, -4.326)
H (-3.087, 2.461, -1.613)
H (-5.090, 3.880, -1.348)
H (-7.325, 2.837, -1.109)
H (-7.542, 0.377, -1.162)
H (-5.536, -1.039, -1.445)

Mulliken atomic charge list, values in e, 2 entries: -0.115 -0.712

Record 2
Here is a structure of composition C5H11O3Sm from the Open Molecules 2025 dataset. Energies are from ωB97M-V/def2-TZVPD.

As for the frontier orbital gap (alpha / beta): 5.99 / 7.58 eV. The calculation puts the energy above the lowest of the compared OMol25 structures with the same formula, charge and spin at 203.7 kJ/mol. Its spin multiplicity is 7. As for the LUMO energy (alpha / beta): -0.144 / -0.125 Ha. As for the charge: +1.

Positions of all 20 atoms, in Å:
H (-1.115, 0.967, 2.585)
O (1.534, -0.633, 2.321)
C (1.148, -1.785, 2.128)
C (0.152, -2.098, 1.077)
O (-0.114, -0.910, 0.380)
C (-0.332, -0.920, -1.029)
C (-0.726, 0.489, -1.398)
O (0.199, 1.377, -0.773)
C (0.078, 2.732, -1.200)
Sm (0.691, 1.033, 1.431)
H (1.505, -2.616, 2.757)
H (0.579, -2.850, 0.395)
H (-1.130, -1.626, -1.290)
H (0.614, -1.204, -1.511)
H (-1.742, 0.722, -1.043)
H (-0.686, 0.610, -2.489)
H (0.939, 3.280, -0.806)
H (0.090, 2.771, -2.297)
H (-0.855, 3.168, -0.817)
H (-0.829, -2.507, 1.580)

Mulliken atomic charge list, values in e, 2 entries: -0.238 -0.537

Record 3
Here is a cluster of 23 separate species, C54H154O23 in total from the Open Molecules 2025 dataset. Energies are from ωB97M-V/def2-TZVPD.

As for the frontier orbital gap: 9.66 eV. The calculation puts the energy above the lowest of the compared OMol25 structures with the same formula, charge and spin at 0.0 kJ/mol. Its spin multiplicity is 1. As for the LUMO energy: 0.011 Ha.

Positions of all 231 atoms, in Å:
C (-20.996, -14.389, -11.978)
C (-20.827, -13.106, -11.177)
C (-22.193, -12.711, -10.667)
O (-19.950, -13.355, -10.055)
H (-21.738, -14.233, -12.787)
H (-21.290, -15.215, -11.342)
H (-20.073, -14.688, -12.499)
H (-20.409, -12.308, -11.779)
H (-22.598, -13.500, -10.013)
H (-22.894, -12.478, -11.466)
H (-22.099, -11.760, -10.110)
H (-19.980, -12.642, -9.406)
C (-20.317, -9.819, -13.369)
C (-21.030, -8.574, -12.802)
C (-21.451, -7.616, -13.908)
O (-22.213, -9.066, -12.145)
H (-20.808, -10.301, -14.211)
H (-20.270, -10.486, -12.513)
H (-19.317, -9.523, -13.642)
H (-20.401, -8.015, -12.080)
H (-20.574, -7.272, -14.451)
H (-21.903, -6.799, -13.357)
H (-22.114, -8.160, -14.552)
H (-22.244, -8.625, -11.299)
C (-20.266, -10.162, -20.958)
C (-19.095, -9.505, -21.605)
C (-18.273, -8.722, -20.564)
O (-18.294, -10.522, -22.211)
H (-19.949, -10.916, -20.232)
H (-20.873, -10.681, -21.703)
H (-20.857, -9.361, -20.481)
H (-19.412, -8.815, -22.387)
H (-17.916, -9.373, -19.756)
H (-18.904, -7.939, -20.129)
H (-17.352, -8.305, -21.036)
H (-17.602, -10.112, -22.748)
C (-26.363, -17.814, -16.180)
C (-26.286, -18.968, -17.198)
C (-26.968, -20.250, -16.802)
O (-26.856, -18.530, -18.434)
H (-27.396, -17.624, -15.843)
H (-25.886, -16.932, -16.600)
H (-25.816, -18.121, -15.289)
H (-25.210, -19.163, -17.360)
H (-26.862, -20.894, -17.671)
H (-28.051, -20.134, -16.753)
H (-26.609, -20.737, -15.886)
H (-26.656, -19.270, -19.047)
C (-26.153, -7.235, -18.823)
C (-26.313, -8.188, -17.676)
C (-26.625, -7.575, -16.322)
O (-27.309, -9.215, -17.959)
H (-27.031, -6.612, -18.939)
H (-26.080, -7.853, -19.734)
H (-25.268, -6.626, -18.711)
H (-25.416, -8.813, -17.574)
H (-25.882, -6.838, -16.051)
H (-26.562, -8.391, -15.633)
H (-27.635, -7.160, -16.437)
H (-28.181, -8.860, -17.778)
C (-20.865, -17.423, -17.286)
C (-21.675, -16.775, -18.400)
C (-23.176, -16.967, -18.179)
O (-21.459, -15.380, -18.373)
H (-21.225, -17.077, -16.321)
H (-19.835, -17.129, -17.489)
H (-20.936, -18.499, -17.350)
H (-21.315, -17.166, -19.370)
H (-23.633, -16.610, -19.109)
H (-23.497, -16.317, -17.361)
H (-23.479, -18.010, -17.974)
H (-21.681, -15.016, -19.255)
C (-19.288, -13.615, -15.904)
C (-20.674, -12.987, -15.903)
C (-20.991, -12.128, -17.085)
O (-21.609, -14.019, -15.798)
H (-19.178, -14.227, -16.808)
H (-19.178, -14.307, -15.072)
H (-18.516, -12.841, -15.885)
H (-20.824, -12.394, -14.992)
H (-20.195, -11.406, -17.201)
H (-21.981, -11.668, -16.954)
H (-20.969, -12.777, -17.977)
H (-21.545, -14.484, -16.652)
C (-17.432, -15.722, -8.442)
C (-16.867, -15.338, -9.802)
C (-15.920, -16.398, -10.316)
O (-17.889, -15.210, -10.790)
H (-16.715, -15.343, -7.703)
H (-17.617, -16.781, -8.304)
H (-18.383, -15.222, -8.255)
H (-16.396, -14.342, -9.705)
H (-16.490, -17.296, -10.532)
H (-15.122, -16.556, -9.572)
H (-15.517, -15.985, -11.246)
H (-18.589, -14.598, -10.543)
C (-20.219, -13.784, -21.140)
C (-21.642, -13.804, -21.626)
O (-22.529, -14.344, -20.619)
H (-19.593, -13.218, -21.829)
H (-19.905, -14.833, -21.030)
H (-20.160, -13.326, -20.153)
H (-21.693, -14.394, -22.543)
H (-21.924, -12.788, -21.924)
H (-23.348, -13.798, -20.495)
C (-25.264, -15.078, -13.873)
C (-26.636, -14.559, -13.969)
O (-26.955, -14.163, -12.592)
H (-25.259, -15.803, -13.060)
H (-24.588, -14.286, -13.570)
H (-24.838, -15.529, -14.778)
H (-27.405, -15.268, -14.298)
H (-26.717, -13.693, -14.647)
H (-27.897, -13.940, -12.619)
C (-15.762, -15.286, -15.889)
C (-14.751, -14.244, -16.298)
O (-15.235, -12.905, -16.264)
H (-16.642, -15.310, -16.534)
H (-16.114, -15.117, -14.864)
H (-15.300, -16.277, -15.864)
H (-14.453, -14.440, -17.329)
H (-13.888, -14.325, -15.632)
H (-15.701, -12.697, -15.434)
C (-12.527, -10.780, -14.768)
C (-12.724, -11.501, -13.444)
O (-13.874, -10.892, -12.829)
H (-13.356, -10.983, -15.440)
H (-11.552, -11.036, -15.176)
H (-12.542, -9.722, -14.494)
H (-11.799, -11.293, -12.895)
H (-12.833, -12.602, -13.488)
H (-14.695, -11.256, -13.178)
C (-26.390, -10.649, -13.351)
C (-24.937, -10.993, -13.589)
O (-24.274, -9.870, -14.177)
H (-26.529, -9.736, -12.774)
H (-26.827, -11.518, -12.837)
H (-26.866, -10.538, -14.325)
H (-24.824, -11.889, -14.242)
H (-24.519, -11.264, -12.589)
H (-23.446, -9.668, -13.707)
C (-14.519, -7.258, -17.363)
C (-15.702, -7.739, -18.146)
O (-16.429, -8.719, -17.389)
H (-13.738, -8.041, -17.266)
H (-14.874, -7.014, -16.366)
H (-14.125, -6.342, -17.789)
H (-15.471, -8.194, -19.111)
H (-16.412, -6.938, -18.337)
H (-16.072, -9.580, -17.639)
C (-21.350, -7.999, -17.739)
C (-19.952, -8.547, -17.295)
O (-19.007, -7.529, -17.243)
H (-21.305, -7.609, -18.753)
H (-21.671, -7.259, -17.008)
H (-22.087, -8.769, -17.574)
H (-19.681, -9.371, -17.929)
H (-20.160, -8.973, -16.305)
H (-18.161, -7.976, -17.403)
C (-17.837, -18.003, -14.642)
C (-17.893, -16.888, -13.658)
O (-18.627, -17.271, -12.525)
H (-18.840, -18.333, -14.953)
H (-17.296, -18.846, -14.200)
H (-17.315, -17.725, -15.557)
H (-18.381, -16.044, -14.166)
H (-16.879, -16.589, -13.379)
H (-18.497, -16.583, -11.846)
C (-22.357, -17.340, -13.812)
C (-21.754, -18.719, -13.716)
O (-21.029, -18.988, -12.523)
H (-22.983, -17.052, -12.967)
H (-22.887, -17.204, -14.742)
H (-21.495, -16.668, -13.813)
H (-21.122, -18.842, -14.593)
H (-22.580, -19.423, -13.844)
H (-20.271, -18.377, -12.552)
C (-17.192, -11.600, -11.747)
C (-17.370, -12.348, -13.065)
O (-16.394, -11.904, -14.029)
H (-17.452, -10.553, -11.922)
H (-16.160, -11.717, -11.372)
H (-17.832, -12.073, -10.993)
H (-18.310, -12.143, -13.570)
H (-17.224, -13.435, -12.968)
H (-16.555, -10.972, -14.227)
C (-26.033, -10.899, -21.640)
C (-24.678, -11.508, -21.475)
O (-24.732, -12.674, -20.668)
H (-25.936, -10.112, -22.390)
H (-26.450, -10.492, -20.721)
H (-26.746, -11.646, -21.992)
H (-23.971, -10.772, -21.048)
H (-24.261, -11.859, -22.426)
H (-25.224, -12.470, -19.840)
C (-17.570, -16.159, -19.168)
C (-17.549, -16.551, -20.648)
O (-18.593, -17.502, -20.904)
H (-17.360, -17.074, -18.612)
H (-18.540, -15.675, -18.951)
H (-16.767, -15.445, -18.963)
H (-16.552, -16.937, -20.909)
H (-17.724, -15.640, -21.212)
H (-18.429, -17.892, -21.762)
C (-24.588, -13.428, -17.159)
C (-25.350, -12.149, -17.096)
O (-25.958, -11.874, -18.391)
H (-25.260, -14.256, -17.409)
H (-24.067, -13.576, -16.200)
H (-23.792, -13.297, -17.890)
H (-24.672, -11.297, -16.891)
H (-26.188, -12.142, -16.389)
H (-26.522, -11.097, -18.270)
C (-16.657, -7.038, -13.603)
C (-16.001, -8.386, -13.723)
O (-16.782, -9.255, -14.578)
H (-16.776, -6.645, -14.603)
H (-16.034, -6.393, -12.981)
H (-17.655, -7.148, -13.179)
H (-15.849, -8.844, -12.742)
H (-15.007, -8.250, -14.154)
H (-16.780, -8.893, -15.474)
C (-17.472, -12.262, -18.893)
C (-16.173, -11.656, -19.324)
O (-15.460, -11.007, -18.254)
H (-17.983, -12.676, -19.773)
H (-18.109, -11.464, -18.505)
H (-17.339, -13.035, -18.146)
H (-16.366, -10.894, -20.082)
H (-15.548, -12.435, -19.781)
H (-15.234, -11.657, -17.547)

Mulliken atomic charge list, values in e, 2 entries: -0.734 3.454